# C4H10N2O2

One molecule with the formula C4H10N2O2 (the ωB97M-V functional and the def2-TZVPD basis, the OMol25 dataset).

The value obtained for the relative energy (zero: lowest compared OMol25 entry of this formula, charge and spin) is 2.583 eV. For the frontier orbital gap, the calculation gives 0.3726 hartree. For the HOMO energy, the calculation gives -9.572 eV. As for the largest force on an atom: 4.6 eV/Å. The calculated total energy is -11384.31945 eV.

```
! wB97M-V def2-TZVPD RIJCOSX def2/J DEFGRID3
* xyz 0 1
O -1.4661 -2.4261 -1.2678
O 0.2188 -2.3484 -2.8437
N 1.7682 0.6874 0.9367
N 0.1302 -0.8903 -0.9625
C -0.6532 1.1324 0.2616
C -0.8373 -0.4387 0.0694
C 0.5378 1.6314 1.0865
C -0.2825 -1.9355 -1.7912
H 0.8991 -0.3584 -1.2073
H -1.9580 -0.6216 -0.2878
H 0.9159 2.6127 0.5808
H -0.5424 1.6472 -0.7662
H 2.0349 0.2817 1.8563
H -0.5391 -0.7989 1.0413
H 2.5785 1.1789 0.6382
H -1.4792 1.5439 0.8720
H 0.2224 1.6556 2.0838
H -1.5480 -2.5534 -0.3001
*
```

Atom charges from the Löwdin analysis, given in e for atoms 1 to 8: atom 1 (O): 0.0229, atom 2 (O): 0.0629, atom 3 (N): -0.0143, atom 4 (N): 0.0734, atom 5 (C): -0.2058, atom 6 (C): -0.1782, atom 7 (C): -0.2380, atom 8 (C): -0.5343